No. 1
ORCA calculation (ωB97M-V/def2-TZVPD) on a molecular structure, C8H20AsLiNOSbSe4.

The highest occupied orbital energy is -0.0225 Eh. The value obtained for the strongest force on any atom is 0.433 eV/A. As for the calculated total energy: -341129.490 eV. The value obtained for the molar mass is 665.717 Da.

```
! wB97M-V def2-TZVPD RIJCOSX def2/J DEFGRID3
* xyz -2 1
Li -0.489 -1.389 -0.340
Se -2.913 -1.382 0.077
Sb -2.410 -1.619 -2.437
Se -0.980 0.366 -2.820
Se -4.461 -1.839 -3.740
Se -0.838 -3.536 -2.398
C 3.087 2.002 -2.765
C 3.150 0.487 -2.560
As 2.817 0.003 -0.685
C 2.511 -1.917 -0.981
C 3.601 -2.702 -1.709
C 4.670 -0.075 0.034
C 5.827 0.006 -0.962
H 3.282 2.268 -3.807
H 3.816 2.532 -2.140
H 2.094 2.375 -2.507
H 4.089 0.074 -2.925
H 2.331 0.008 -3.106
H 1.577 -1.984 -1.555
H 2.309 -2.355 -0.004
H 3.797 -2.290 -2.703
H 3.285 -3.741 -1.845
H 4.543 -2.707 -1.150
H 4.722 -1.002 0.612
H 4.747 0.737 0.754
H 5.769 -0.782 -1.713
H 6.794 -0.089 -0.456
H 5.825 0.962 -1.493
C 0.451 0.491 3.040
C -0.093 -0.726 2.325
N -1.200 -1.311 2.838
O 0.456 -1.155 1.314
H 0.484 0.333 4.122
H -0.211 1.335 2.827
H 1.442 0.717 2.658
H -1.747 -0.777 3.491
H -1.745 -1.855 2.144
*
```

=====

No. 2
ORCA calculation (ωB97M-V/def2-TZVPD) on a single C5H9NO2S molecule in a non-equilibrium geometry.

For the energy relative to the best compared isomer or geometry (same formula, charge and spin), the calculation gives 176.6 kJ/mol. Its SMILES is NCCCC(=S)C(=O)O. The highest occupied orbital energy is -0.3317 Eh. The value obtained for the strongest force on any atom is 5.636 eV/A. As for the calculated total energy: -21749.831 eV. The value obtained for the molar mass is 147.199 Da.

```
! wB97M-V def2-TZVPD RIJCOSX def2/J DEFGRID3
* xyz 0 1
C 1.708 -0.550 0.244
C -1.345 0.389 -0.936
C -0.157 -0.510 -1.368
C -0.665 1.387 0.089
C 0.472 -1.238 -0.253
N -0.220 0.703 1.315
O 2.247 0.321 -0.368
O 2.184 -1.037 1.383
S -0.130 -2.582 0.485
H -1.850 0.793 -1.721
H -2.027 -0.134 -0.331
H -0.611 -1.284 -1.955
H 0.483 0.053 -2.079
H 0.089 2.063 -0.235
H -1.480 2.075 0.443
H 0.461 1.250 1.628
H -0.911 0.240 1.924
H 1.753 -1.938 1.734
*
```

=====

No. 3
ORCA calculation (ωB97M-V/def2-TZVPD) on a single C20H20N4O3 molecule in a non-equilibrium geometry.

For the energy relative to the best compared isomer or geometry (same formula, charge and spin), the calculation gives 183.5 kJ/mol. Its SMILES is Cc1nn(CC(=O)NCCCc2ccccc2)c(=O)c2cc3occc3n12. The highest occupied orbital energy is -0.3016 Eh. The value obtained for the strongest force on any atom is 1.671 eV/A. As for the calculated total energy: -33167.525 eV. The value obtained for the molar mass is 364.405 Da.

```
! wB97M-V def2-TZVPD RIJCOSX def2/J DEFGRID3
* xyz 0 1
C -2.519 -2.344 1.823
C -1.734 -1.845 0.662
N -0.557 -2.287 0.445
N 0.171 -1.849 -0.600
C -0.262 -0.923 -1.520
O 0.441 -0.580 -2.464
C -1.593 -0.425 -1.270
C -2.343 0.514 -1.957
C -3.545 0.607 -1.246
C -3.506 -0.270 -0.152
N -2.306 -0.909 -0.169
C -4.740 -0.122 0.524
C -5.415 0.816 -0.202
O -4.716 1.269 -1.271
H -6.390 1.237 -0.055
H -5.092 -0.618 1.404
H -2.035 1.038 -2.837
C 1.451 -2.512 -0.750
H 1.565 -2.817 -1.795
H 1.432 -3.385 -0.097
C 2.675 -1.655 -0.364
O 3.386 -1.946 0.576
N 2.888 -0.636 -1.203
H 2.200 -0.458 -1.932
C 4.047 0.221 -1.137
H 4.646 -0.112 -0.286
H 4.632 0.079 -2.054
C 3.687 1.699 -1.000
H 2.896 1.942 -1.713
H 4.571 2.284 -1.264
C 3.251 2.090 0.416
C 1.851 1.671 0.769
C 0.764 2.336 0.212
C -0.526 2.043 0.612
C -0.748 1.075 1.577
C 0.322 0.372 2.103
C 1.613 0.669 1.701
H 2.443 0.122 2.124
H 0.156 -0.401 2.839
H -1.754 0.881 1.923
H -1.359 2.582 0.185
H 0.933 3.109 -0.524
H 3.309 3.178 0.503
H 3.951 1.658 1.134
H -1.930 -3.082 2.358
H -3.449 -2.795 1.482
H -2.761 -1.520 2.493
*
```

=====

No. 4
ORCA calculation (ωB97M-V/def2-TZVPD) on 3 unconnected molecules or ions with the total composition C21H42BrF3N2P in a non-equilibrium geometry.

The highest occupied orbital energy is -0.4433 Eh. The value obtained for the strongest force on any atom is 1.491 eV/A. As for the calculated total energy: -112917.126 eV. The value obtained for the molar mass is 490.453 Da.

```
! wB97M-V def2-TZVPD RIJCOSX def2/J DEFGRID3
* xyz 1 1
C -5.732 -3.945 2.083
C -6.697 -3.673 0.943
Br -5.896 -4.413 -0.676
C -7.018 -2.167 0.661
C -6.606 -1.256 1.752
N -7.305 -1.124 2.940
C -6.671 -0.268 3.732
C -7.032 0.157 5.135
F -8.310 -0.109 5.363
F -6.288 -0.502 6.012
F -6.809 1.447 5.278
N -5.596 0.174 3.098
C -5.506 -0.429 1.831
P -4.174 -0.189 0.617
C -4.417 1.436 -0.171
C -2.665 -0.065 1.686
H -4.792 -3.424 1.938
H -5.505 -5.005 2.097
H -6.163 -3.701 3.051
H -7.616 -4.213 1.122
H -8.088 -2.089 0.487
H -6.524 -1.869 -0.252
H -8.165 -1.589 3.190
H -4.929 0.843 3.454
H -4.699 2.255 0.486
H -3.463 1.689 -0.624
H -5.140 1.365 -0.975
H -2.946 -0.130 2.734
H -2.065 -0.934 1.455
H -2.129 0.864 1.540
C 4.281 -0.795 0.527
C 3.092 0.162 0.480
C 1.832 -0.401 1.133
C 1.278 -1.666 0.474
C 0.947 -1.525 -1.011
C -0.128 -0.481 -1.294
H 4.081 -1.719 -0.018
H 5.160 -0.332 0.077
H 4.529 -1.053 1.558
H 2.887 0.442 -0.557
H 3.365 1.086 0.995
H 1.061 0.376 1.141
H 2.044 -0.622 2.184
H 0.373 -1.970 1.012
H 1.988 -2.486 0.602
H 0.606 -2.495 -1.382
H 1.848 -1.284 -1.580
H -1.051 -0.721 -0.762
H -0.356 -0.443 -2.360
H 0.188 0.519 -0.989
C 4.373 3.250 -2.414
C 5.047 2.442 -3.519
C 5.928 1.310 -2.995
C 7.111 1.756 -2.133
C 8.068 2.733 -2.813
C 8.745 2.158 -4.054
H 5.102 3.746 -1.772
H 3.729 4.022 -2.839
H 3.753 2.602 -1.789
H 5.631 3.110 -4.158
H 4.274 2.009 -4.160
H 6.293 0.725 -3.843
H 5.309 0.625 -2.404
H 7.670 0.866 -1.827
H 6.739 2.208 -1.209
H 8.837 3.019 -2.091
H 7.543 3.655 -3.076
H 9.308 1.256 -3.806
H 9.442 2.878 -4.483
H 8.021 1.902 -4.828
*
```

=====

No. 5
ORCA calculation (ωB97M-V/def2-TZVPD) on 10 unconnected molecules or ions with the total composition C30H80O10 in a non-equilibrium geometry.

For the energy relative to the best compared isomer or geometry (same formula, charge and spin), the calculation gives 218.0 kJ/mol. Its SMILES is CC(C)O.CC(C)O.CC(C)O.CC(C)O.CC(C)O.CC(C)O.CC(C)O.CC(C)O.CC(C)O.CC(C)O. The highest occupied orbital energy is -0.3481 Eh. The value obtained for the strongest force on any atom is 2.795 eV/A. As for the calculated total energy: -52880.964 eV. The value obtained for the molar mass is 600.960 Da.

```
! wB97M-V def2-TZVPD RIJCOSX def2/J DEFGRID3
* xyz 0 1
C -3.374 5.295 -0.028
C -3.703 4.275 0.992
C -2.724 3.147 0.987
O -3.751 4.970 2.251
H -2.514 5.860 0.351
H -4.155 5.962 -0.318
H -3.036 4.782 -0.892
H -4.687 3.893 0.725
H -1.664 3.524 0.924
H -2.863 2.637 0.023
H -2.889 2.454 1.812
H -4.024 4.394 2.969
C 0.722 -4.527 -2.209
C 0.413 -4.251 -0.755
C -0.263 -5.373 0.032
O 1.610 -3.967 -0.005
H -0.116 -4.924 -2.764
H 1.565 -5.127 -2.229
H 1.060 -3.652 -2.711
H -0.205 -3.415 -0.765
H -1.201 -5.699 -0.423
H -0.633 -5.034 1.007
H 0.386 -6.244 0.198
H 1.892 -3.025 -0.125
C 0.389 0.782 -0.371
C 1.312 -0.118 0.441
C 0.546 -0.892 1.418
O 1.986 -1.061 -0.424
H 0.936 1.430 -1.052
H -0.207 1.387 0.327
H -0.338 0.151 -0.933
H 2.098 0.461 0.972
H -0.284 -1.417 0.978
H 0.104 -0.189 2.114
H 1.142 -1.618 2.021
H 2.530 -0.679 -1.140
C -2.180 -1.388 -5.422
C -1.280 -2.018 -4.334
C -0.134 -1.128 -3.856
O -2.105 -2.351 -3.168
H -2.546 -0.416 -5.121
H -3.082 -2.080 -5.531
H -1.772 -1.193 -6.419
H -0.768 -2.924 -4.697
H -0.466 -0.239 -3.324
H 0.439 -0.777 -4.709
H 0.509 -1.674 -3.154
H -1.532 -2.423 -2.421
C -4.262 -2.713 0.485
C -3.854 -1.691 -0.555
C -4.655 -0.415 -0.548
O -2.469 -1.385 -0.292
H -5.335 -2.919 0.442
H -4.056 -2.336 1.464
H -3.689 -3.620 0.418
H -3.900 -2.088 -1.564
H -4.700 0.150 -1.478
H -4.301 0.216 0.271
H -5.685 -0.640 -0.357
H -2.313 -0.588 -0.841
C 1.063 2.993 2.261
C 2.413 3.650 2.380
C 2.712 4.670 1.344
O 2.403 4.194 3.736
H 0.819 2.307 3.074
H 0.986 2.507 1.269
H 0.249 3.750 2.215
H 3.201 2.898 2.250
H 2.639 4.318 0.316
H 3.710 5.079 1.434
H 2.069 5.543 1.425
H 3.228 4.691 3.820
C -0.493 -1.316 5.053
C -1.936 -1.474 4.667
C -2.945 -0.836 5.623
O -2.165 -0.905 3.409
H -0.288 -1.898 5.987
H -0.287 -0.264 5.348
H 0.211 -1.617 4.275
H -2.185 -2.544 4.445
H -3.989 -0.801 5.216
H -2.529 0.163 5.774
H -2.931 -1.269 6.650
H -1.685 -1.359 2.747
C 4.177 2.544 -2.806
C 4.469 1.111 -2.544
C 5.112 0.839 -1.178
O 3.205 0.370 -2.516
H 3.647 2.974 -1.925
H 3.629 2.653 -3.713
H 5.093 3.147 -2.948
H 5.105 0.568 -3.293
H 6.127 1.250 -1.041
H 5.020 -0.217 -0.877
H 4.526 1.369 -0.423
H 2.640 0.492 -3.290
C -0.203 3.379 -3.068
C -0.346 3.606 -4.565
C -0.990 4.913 -4.855
O 0.985 3.448 -5.172
H -1.142 3.112 -2.646
H 0.338 4.154 -2.584
H 0.395 2.470 -2.926
H -0.964 2.838 -5.050
H -2.018 4.837 -4.518
H -0.945 5.136 -5.912
H -0.509 5.781 -4.339
H 1.393 4.308 -4.889
C 2.288 -4.686 4.836
C 2.593 -4.444 3.393
C 4.106 -4.418 3.165
O 2.010 -5.403 2.527
H 2.732 -5.664 5.117
H 1.221 -4.837 5.019
H 2.692 -3.957 5.520
H 2.189 -3.400 3.120
H 4.659 -3.688 3.801
H 4.403 -4.249 2.088
H 4.465 -5.422 3.365
H 1.702 -4.946 1.721
*
```

=====

No. 6
ORCA calculation (ωB97M-V/def2-TZVPD) on a molecular structure, C17H35GeN2NiO4Te4.

For the energy relative to the best compared isomer or geometry (same formula, charge and spin), the calculation gives 309.0 kJ/mol. The highest occupied orbital energy (spin up / spin down) is -0.2611 / -0.2597 Eh. The value obtained for the strongest force on any atom is 0.704 eV/A. As for the calculated total energy: -156097.795 eV. The value obtained for the molar mass is 973.180 Da.

```
! wB97M-V def2-TZVPD RIJCOSX def2/J DEFGRID3
* xyz 0 2
Ni -0.055 -1.288 -0.824
C -2.191 1.633 -1.523
C -1.270 2.235 -0.465
C -0.511 3.433 -1.022
C -2.046 2.658 0.770
O -0.233 1.275 -0.061
Ge 1.730 1.154 -0.976
O 1.775 -0.527 -0.223
C 2.099 -0.797 1.148
C 2.145 -2.312 1.272
C 1.085 -0.116 2.086
C 3.485 -0.233 1.458
O 1.039 0.334 -2.452
C 1.266 0.640 -3.832
C -0.033 1.141 -4.451
C 2.359 1.695 -3.991
C 1.700 -0.653 -4.512
H -1.829 1.842 -2.526
H -3.196 2.043 -1.426
H -2.276 0.557 -1.399
H -1.236 4.200 -1.300
H 0.048 3.171 -1.921
H 0.173 3.857 -0.285
H -2.777 3.418 0.494
H -1.375 3.077 1.520
H -2.589 1.818 1.199
H 1.184 -2.766 1.020
H 2.430 -2.619 2.280
H 2.880 -2.705 0.570
H -0.826 0.758 2.242
H 1.345 0.946 2.101
H 1.257 -0.476 3.103
H 4.224 -0.681 0.792
H 3.763 -0.456 2.489
H 3.514 0.851 1.329
H -0.322 2.099 -4.017
H -0.836 0.422 -4.278
H 0.085 1.279 -5.527
H 2.066 2.642 -3.532
H 2.554 1.879 -5.048
H 3.292 1.361 -3.528
H 0.905 -1.398 -4.450
H 2.588 -1.059 -4.025
H 1.923 -0.476 -5.565
Te -1.865 -2.865 -0.252
Te -3.886 -2.149 -1.748
Te 1.597 -5.304 -1.133
Te 0.137 -3.484 -2.326
N -0.793 -0.017 0.352
C -0.419 -0.152 1.769
N -1.175 -1.292 2.263
C -2.572 -0.999 2.558
C -2.758 -0.580 4.007
O -2.280 -1.586 4.883
C -0.906 -1.834 4.658
C -0.637 -2.249 3.216
H -3.174 -1.896 2.368
H -2.924 -0.226 1.878
H -3.811 -0.431 4.244
H -2.219 0.361 4.197
H -0.615 -2.625 5.350
H -0.327 -0.928 4.899
H -1.112 -3.221 3.031
H 0.429 -2.379 3.072
*
```

=====

No. 7
ORCA calculation (ωB97M-V/def2-TZVPD) on 2 unconnected molecules or ions with the total composition O3S2 in a non-equilibrium geometry.

For the energy relative to the best compared isomer or geometry (same formula, charge and spin), the calculation gives 17.9 kJ/mol. The highest occupied orbital energy (spin up / spin down) is -0.3419 / -0.3416 Eh. The value obtained for the strongest force on any atom is 1.485 eV/A. As for the calculated total energy: -27810.518 eV. The value obtained for the molar mass is 112.131 Da.

```
! wB97M-V def2-TZVPD RIJCOSX def2/J DEFGRID3
* xyz 0 1
O -1.852 -3.140 0.551
O -0.342 1.884 -0.122
O 2.041 1.306 -0.320
S -0.779 -2.115 0.654
S 0.933 2.065 -0.762
*
```

=====

No. 8
ORCA calculation (ωB97M-V/def2-TZVPD) on a molecular structure, C41H31InN3O8P in a non-equilibrium geometry.

For the energy relative to the best compared isomer or geometry (same formula, charge and spin), the calculation gives 162.1 kJ/mol. The highest occupied orbital energy is -0.2274 Eh. The value obtained for the strongest force on any atom is 1.157 eV/A. As for the calculated total energy: -78332.012 eV. The value obtained for the molar mass is 839.504 Da.

```
! wB97M-V def2-TZVPD RIJCOSX def2/J DEFGRID3
* xyz 0 1
In 0.281 -0.937 0.263
C -1.182 4.332 -3.078
O -2.243 3.440 -2.750
C -2.099 2.211 -3.359
C -2.722 1.976 -4.566
C -2.492 0.771 -5.208
C -1.590 -0.119 -4.669
C -0.953 0.078 -3.432
C 0.099 -0.894 -3.137
N 0.883 -0.854 -2.128
N 1.899 -1.737 -2.048
C 2.716 -1.432 -1.026
O 2.634 -0.372 -0.349
C 3.670 -2.500 -0.611
C 3.671 -3.759 -1.207
C 4.394 -4.794 -0.636
C 5.122 -4.582 0.527
C 5.162 -3.317 1.097
C 4.440 -2.280 0.529
C -1.309 1.238 -2.725
O -0.865 1.570 -1.434
H -1.284 4.699 -4.104
H -0.207 3.849 -2.973
H -1.248 5.169 -2.386
H -3.370 2.736 -4.980
H -2.977 0.553 -6.150
H -1.341 -1.015 -5.223
H 0.283 -1.631 -3.922
H 3.076 -3.913 -2.096
H 4.379 -5.779 -1.085
H 5.653 -5.405 0.991
H 5.743 -3.149 1.995
H 4.420 -1.293 0.972
O -4.394 -1.780 0.505
C -3.106 -1.468 0.701
O -2.431 -0.975 -0.164
C -2.591 -1.890 2.029
C -3.343 -2.759 2.803
C -2.779 -3.284 3.952
C -1.477 -2.947 4.256
C -0.790 -2.037 3.455
N -1.353 -1.477 2.357
C 0.650 -1.760 3.687
O 1.199 -2.168 4.846
O 1.367 -1.269 2.856
H -4.639 -1.477 -0.380
H -4.340 -3.037 2.497
H -3.332 -3.970 4.577
H -0.994 -3.422 5.101
H 0.537 -2.451 5.484
O -2.982 1.757 -0.617
C -1.833 2.090 -0.594
C -1.364 3.184 0.307
C -2.190 4.315 0.280
C -1.896 5.422 1.049
C -0.762 5.421 1.850
C 0.044 4.302 1.895
C -0.255 3.156 1.150
P 0.658 1.615 1.626
C 2.360 2.165 1.302
C 2.558 2.635 0.001
C 3.829 2.920 -0.460
C 4.925 2.743 0.374
C 4.739 2.266 1.660
C 3.466 1.953 2.117
C 0.169 1.755 3.395
C 0.997 1.725 4.512
C 0.461 1.591 5.787
C -0.907 1.488 5.968
C -1.748 1.549 4.864
C -1.214 1.674 3.594
H -3.060 4.296 -0.361
H -2.548 6.285 1.025
H -0.521 6.283 2.459
H 0.910 4.281 2.546
H 1.703 2.741 -0.658
H 3.971 3.257 -1.478
H 5.922 2.963 0.014
H 5.592 2.111 2.308
H 3.358 1.513 3.096
H 2.069 1.788 4.406
H 1.127 1.548 6.640
H -1.319 1.365 6.962
H -2.822 1.482 4.992
H -1.875 1.692 2.735
*
```

=====

The highest strongest force on any atom belongs to which entry?
C5H9NO2S

=====

Among the records above, which one has the highest molar mass?
C17H35GeN2NiO4Te4